No. 1
Here is a cluster of 11 separate species, C32H55N3O12 in total at a distorted geometry from OMol25. Energies are from wB97M-V/def2-TZVPD.

The HOMO energy (alpha / beta) comes out at -0.3584 / -0.3584 Eh. The calculation puts the orbital gap (alpha / beta) at 6.3972 / 2.4592 eV. The lowest unoccupied orbital energy (alpha / beta) comes out at -0.1233 / -0.2680 Ha.

ORCA input file:
```
! wB97M-V def2-TZVPD RIJCOSX def2/J DEFGRID3
* xyz 1 2
O -0.1246 -6.8398 1.0260
C 0.2017 -5.9864 1.9292
O -0.3531 -5.9281 3.1583
C 0.0644 -4.6589 3.8180
C 1.3658 -4.4724 3.1654
C 1.3123 -4.9550 1.7559
H 0.0277 -4.7241 4.9054
H -0.6337 -3.8411 3.6389
H 2.0553 -5.1134 3.7147
H 1.7179 -3.4457 3.2659
H 2.2242 -5.4054 1.3639
H 1.0231 -4.2205 1.0043
O -3.6079 -1.7011 -1.6960
C -3.4072 -2.9197 -1.7911
O -3.0865 -3.6570 -0.6102
C -2.9711 -5.0497 -0.8739
C -2.9684 -5.1885 -2.3963
C -3.5702 -3.8829 -2.9345
H -3.6864 -5.6762 -0.3412
H -2.1191 -5.5935 -0.4658
H -3.5277 -6.0664 -2.7196
H -1.9839 -5.3229 -2.8443
H -4.6358 -3.9415 -3.1563
H -2.9573 -3.5118 -3.7559
O 0.5339 2.3022 -0.1147
C 0.3203 1.0874 -0.1941
O -0.2712 0.4918 -1.2520
C -0.5497 -0.8605 -0.9390
C 0.4263 -1.2856 0.2165
C 0.5488 0.1059 0.8867
H -0.5772 -1.5887 -1.7496
H -1.5422 -0.7756 -0.4964
H 1.2791 -1.7201 -0.3052
H 0.1424 -2.0622 0.9267
H 1.3121 0.2488 1.6516
H -0.1889 0.2029 1.6832
O -2.0386 5.4176 0.1637
C -1.0389 6.0935 -0.1208
O -1.1128 7.0642 -1.0177
C 0.2310 7.3730 -1.3883
C 1.2262 6.4777 -0.6128
C 0.3738 5.8636 0.4519
H 0.2491 8.3996 -1.0223
H 0.3626 7.3855 -2.4702
H 2.1772 6.9582 -0.3831
H 1.4578 5.6951 -1.3354
H 0.1561 6.5005 1.3092
H 0.6111 4.8241 0.6782
C -0.3124 -2.3356 -5.3659
O -1.0147 -3.5439 -5.1444
H -0.1861 -1.7422 -4.4603
H 0.6928 -2.7399 -5.4845
H -0.7171 -1.7436 -6.1869
H -0.7994 -4.2981 -5.6979
C 4.8450 -3.0552 1.7691
O 4.0063 -3.4487 0.7724
H 4.2903 -3.4760 2.6078
H 5.7628 -3.6335 1.6631
H 5.0090 -1.9811 1.8551
H 3.9778 -2.6917 0.1827
C 3.1256 0.4053 -2.7440
O 4.0044 0.1873 -1.7036
H 2.3251 1.0870 -2.4565
H 3.5769 0.7948 -3.6565
H 2.6868 -0.5062 -3.1496
H 4.2066 1.0073 -1.2471
C 4.0895 3.5176 -0.0705
O 4.8837 2.4279 -0.4855
H 4.5592 4.3795 -0.5444
H 3.1210 3.4231 -0.5615
H 4.1115 3.6644 1.0094
H 5.7679 2.7214 -0.2537
N -2.7830 3.2350 -5.1195
C -3.3346 1.9715 -5.0209
C -2.9233 1.5109 -3.7503
C -2.3316 2.5990 -2.9884
C -2.2808 3.6629 -3.9148
H -2.5475 3.7506 -5.9554
H -3.7135 1.4490 -5.8869
H -3.0670 0.5513 -3.2760
H -2.0102 2.4181 -1.9734
H -1.6340 4.5173 -3.7801
N -2.5680 2.5940 1.2654
C -3.5313 1.7404 1.1114
C -3.5553 0.9514 2.1989
C -2.4699 1.2793 3.0563
C -1.8448 2.2681 2.3494
H -2.3974 3.2548 0.5209
H -4.1384 1.7796 0.2191
H -4.1986 0.0849 2.2397
H -2.0719 0.7415 3.9042
H -0.9680 2.8425 2.6095
N 0.1484 0.3569 6.6700
C 0.7769 1.5732 6.5196
C 1.3888 1.4998 5.2740
C 1.2861 0.1917 4.8041
C 0.3535 -0.4621 5.6058
H -0.4908 0.0588 7.3930
H 0.7020 2.3249 7.2914
H 2.0026 2.2597 4.8134
H 1.8548 -0.0896 3.9301
H -0.1132 -1.4319 5.5159
*
```

Atom charges from the Mulliken analysis, given in e for atoms 1 to 2: atom 1 (O): -0.67, atom 2 (C): 0.40

No. 2
Here is the ion C32H55N4O with charge +1 at a distorted geometry from OMol25. Energies are from wB97M-V/def2-TZVPD.

Its energy relative to the best compared isomer or geometry (same formula, charge and spin) is 3.7 kcal/mol. The HOMO energy comes out at -0.3901 Eh. The calculation puts the orbital gap at 8.4909 eV. The lowest unoccupied orbital energy comes out at -0.0780 Ha.

ORCA input file:
```
! wB97M-V def2-TZVPD RIJCOSX def2/J DEFGRID3
* xyz 1 1
C -0.1541 -0.5681 7.7850
C -1.4718 0.1205 7.4487
C -2.4245 -0.7606 6.6398
C -1.9242 -1.0562 5.2277
C -2.9527 -1.8367 4.4119
C -2.4463 -2.1463 3.0054
C -3.4846 -2.8906 2.1667
C -3.0435 -3.1005 0.7161
C -3.1193 -1.8153 -0.1063
C -2.4529 -1.9397 -1.4741
C -2.6592 -0.6667 -2.2927
C -1.8185 -0.5987 -3.5660
C -0.3284 -0.4110 -3.2761
C 0.4296 0.0035 -4.5363
H 0.1739 -0.6870 -5.3416
H 0.1028 0.9990 -4.8431
C 1.9528 -0.0109 -4.3670
H 2.4029 0.2356 -5.3303
C 2.3742 0.9822 -3.2879
H 2.0138 0.6183 -2.3290
H 1.9049 1.9472 -3.4908
N 3.8448 1.2149 -3.1526
C 4.3136 2.0763 -4.2555
H 4.0422 1.6380 -5.2131
H 3.8621 3.0645 -4.1850
H 5.3965 2.1813 -4.2183
C 4.5864 -0.0593 -3.1907
H 4.1179 -0.7643 -2.4964
H 4.5659 -0.4702 -4.1965
H 5.6233 0.1100 -2.9063
C 4.1125 1.9329 -1.8687
H 5.1322 2.3209 -1.9223
H 3.4248 2.7795 -1.8118
C 4.0084 1.1185 -0.5653
N 2.6692 0.8064 -0.1327
C 2.2372 -0.4854 -0.1701
N 1.2028 -0.8049 0.6023
C 0.7644 -2.0447 0.5416
C 1.3402 -2.9987 -0.2908
C 2.4076 -2.5670 -1.0567
N 2.8623 -1.3216 -1.0133
H 2.9281 -3.2276 -1.7390
H 0.9796 -4.0111 -0.3377
H -0.0715 -2.2731 1.1876
C 1.9915 1.7214 0.7848
C 0.5595 1.9637 0.3830
C -0.4893 1.5216 1.1745
C -1.8057 1.7521 0.8188
C -2.1020 2.4302 -0.3614
C -1.0482 2.8792 -1.1622
C 0.2577 2.6528 -0.7867
H 1.0565 3.0391 -1.4054
H -1.2880 3.4144 -2.0672
O -3.3463 2.7027 -0.8156
C -4.4569 2.2793 -0.0560
H -5.3333 2.6026 -0.6142
H -4.4755 1.1904 0.0497
H -4.4664 2.7458 0.9333
H -2.5940 1.4074 1.4687
H -0.2745 0.9872 2.0865
H 2.0152 1.3071 1.7974
H 2.5421 2.6645 0.7730
H 4.4882 1.7317 0.2055
H 4.5725 0.1885 -0.6450
H 2.2561 -1.0203 -4.0895
H -0.2229 0.3532 -2.5024
H 0.0949 -1.3412 -2.8914
H -2.1645 0.2505 -4.1593
H -1.9690 -1.5022 -4.1595
H -3.7143 -0.5903 -2.5625
H -2.4125 0.1977 -1.6727
H -2.8650 -2.7948 -2.0137
H -1.3854 -2.1188 -1.3279
H -4.1693 -1.5438 -0.2396
H -2.6292 -1.0025 0.4335
H -3.6825 -3.8540 0.2511
H -2.0219 -3.4882 0.7015
H -3.6744 -3.8617 2.6283
H -4.4248 -2.3347 2.1759
H -2.1748 -1.2079 2.5162
H -1.5414 -2.7559 3.0801
H -3.8760 -1.2564 4.3438
H -3.1895 -2.7707 4.9258
H -1.7020 -0.1126 4.7211
H -0.9992 -1.6335 5.2774
H -3.3918 -0.2568 6.5698
H -2.5819 -1.7018 7.1708
H -1.9677 0.4016 8.3802
H -1.2705 1.0397 6.8929
H -0.3380 -1.5043 8.3074
H 0.4502 0.0682 8.4275
H 0.4186 -0.7818 6.8860
*
```

Atom charges from the natural (NBO) analysis, given in e for atoms 1 to 2: atom 1 (C): -0.61, atom 2 (C): -0.39

No. 3
Here is a cluster of 4 separate species, C32H55NO15PS in total at a distorted geometry from OMol25. Energies are from wB97M-V/def2-TZVPD.

The HOMO energy comes out at -0.4552 Eh. The calculation puts the orbital gap at 7.1250 eV. The lowest unoccupied orbital energy comes out at -0.1934 Ha.

ORCA input file:
```
! wB97M-V def2-TZVPD RIJCOSX def2/J DEFGRID3
* xyz 1 1
C -0.1378 -5.5962 -0.1940
C -1.3461 -4.6332 -0.6775
C -1.3574 -4.3381 -2.2523
C -2.1963 -2.9929 -2.6384
C -1.2381 -1.6789 -2.7261
C -1.1351 -1.0794 -1.2417
C 0.2181 -1.2474 -0.5072
C 1.5259 -1.9377 -1.1558
O 1.5919 -3.1582 -1.4118
O 2.6118 -1.0291 -1.3613
C 3.8918 -1.7202 -1.2653
C 4.9697 -0.6490 -0.6517
C 4.3363 0.8200 -0.5345
C 5.5290 -1.1781 0.7610
C 0.3208 -0.7068 0.9592
S 1.9670 -0.9395 1.7837
C -0.9006 0.0108 1.6393
C -0.7131 0.5648 3.1237
O -1.7387 0.1662 4.0590
C -1.3576 -0.9831 4.8300
C -1.6403 -2.4210 4.1860
O -0.8738 -0.7735 5.9616
N -2.1346 0.1703 0.8671
P -3.5425 1.0274 1.5822
O -4.3493 -0.0327 2.3733
C -2.2809 -0.3511 -0.4956
C -3.6775 -0.1624 -1.2818
C -4.8530 -1.1122 -0.6766
O -6.0055 -0.6161 -0.5827
H 0.3416 -6.0898 -1.1020
H 0.6769 -4.9680 0.3340
H -0.4865 -6.3615 0.5976
H -1.2709 -3.6626 -0.0669
H -2.3274 -5.1534 -0.3851
H -0.3181 -4.3246 -2.7395
H -1.9268 -5.2025 -2.7674
H -2.7653 -3.1750 -3.6245
H -2.9233 -2.7978 -1.7754
H -1.7253 -0.9316 -3.4560
H -0.2341 -1.9979 -3.1620
H 4.3153 -2.0041 -2.3020
H 3.8926 -2.5999 -0.5367
H 5.8841 -0.5726 -1.3509
H 5.1962 1.5257 -0.2184
H 3.9886 1.1866 -1.5563
H 3.5427 0.8873 0.2841
H 4.9077 -0.6579 1.5779
H 5.4568 -2.3079 0.9044
H 6.6337 -0.8904 0.9136
H 1.6411 -1.3563 3.0664
H 0.2939 0.3310 3.6014
H -0.7699 1.7193 3.0551
H -2.2293 -2.2465 3.2133
H -0.6309 -2.9117 3.9912
H -2.3033 -2.9857 4.9275
H -4.3543 1.6762 0.6014
H -3.0931 1.9858 2.5756
H -3.5923 -0.4823 -2.3896
H -4.0068 0.9430 -1.3252
H -4.6238 -2.2020 -0.3619
C -8.0599 1.7717 -0.7364
C -9.0860 2.7624 -0.2196
O -8.5584 4.0954 -0.2116
C -8.5109 4.7063 -1.4067
O -8.8758 4.2395 -2.4590
O -7.9610 5.9201 -1.2342
C -7.7588 6.6391 -2.4497
H -7.1269 1.8552 -0.1732
H -8.4342 0.7499 -0.6547
H -7.8165 1.9640 -1.7845
H -9.3346 2.5183 0.8158
H -10.0157 2.7181 -0.7931
H -8.6803 6.7042 -3.0315
H -6.9674 6.1652 -3.0349
H -7.4418 7.6503 -2.1922
C 0.9208 7.7544 0.8198
C -0.0772 6.6700 0.4601
O 0.1029 5.5080 1.2828
C -0.3859 5.6006 2.5298
O -0.9582 6.5518 3.0003
O -0.1028 4.4544 3.1767
C -0.4810 4.4618 4.5540
H 1.9412 7.3645 0.7854
H 0.8386 8.5979 0.1318
H 0.7559 8.1236 1.8348
H 0.0910 6.3516 -0.5715
H -1.1072 7.0313 0.5221
H -1.5313 4.7338 4.6773
H 0.1612 5.1461 5.1121
H -0.3386 3.4542 4.9480
C 9.7390 -2.3666 -3.1750
C 8.7374 -3.4493 -3.5312
O 8.9249 -4.6142 -2.7177
C 8.4484 -4.5297 -1.4663
O 7.8793 -3.5780 -0.9835
O 8.7373 -5.6767 -0.8311
C 8.3737 -5.6801 0.5480
H 10.7588 -2.7563 -3.2210
H 9.6505 -1.5192 -3.8577
H 9.5836 -2.0029 -2.1562
H 8.8958 -3.7619 -4.5658
H 7.7077 -3.0883 -3.4576
H 7.3243 -5.4100 0.6835
H 9.0211 -4.9992 1.1050
H 8.5215 -6.6904 0.9310
*
```

Atom charges from the Mulliken analysis, given in e for atoms 1 to 2: atom 1 (C): -0.97, atom 2 (C): 0.11

No. 4
Here is a cluster of 3 separate species, C32H56ClF3N8O7P2 in total at a distorted geometry from OMol25. Energies are from wB97M-V/def2-TZVPD.

The HOMO energy comes out at -0.3036 Eh. Its SMILES is CCCCCCCc1cc(CC(=O)Cl)c2c(c1N=C=O)C(=O)N(COC(F)(F)F)C2=O.CN(C)P(=O)(N(C)C)N(C)C.CN(C)P(=O)(N(C)C)N(C)C. The calculation puts the orbital gap at 7.7645 eV. The lowest unoccupied orbital energy comes out at -0.0183 Ha.

ORCA input file:
```
! wB97M-V def2-TZVPD RIJCOSX def2/J DEFGRID3
* xyz 0 1
C -1.1099 -2.1770 2.8939
C -1.0823 -1.0934 1.8091
C -0.8875 -1.7454 0.4207
C -2.2012 -2.3143 -0.1047
C -2.0934 -3.2194 -1.3459
C -0.8489 -4.1263 -1.3728
C -0.8387 -5.0046 -0.1290
C 0.3032 -5.9933 0.0163
C -0.0014 -7.2403 0.5705
C 0.9434 -8.2338 0.8011
C 0.5527 -9.5535 1.4296
C 0.1363 -9.3933 2.8814
O -0.5438 -10.1566 3.4680
Cl 0.7276 -7.9312 3.7367
C 2.2521 -7.9498 0.4673
C 2.5885 -6.7251 -0.1062
C 1.6388 -5.7454 -0.3272
N 2.0386 -4.4807 -0.8890
C 2.8398 -3.8547 -0.2006
O 3.6180 -3.1933 0.3592
C 4.0651 -6.7541 -0.3921
O 4.6980 -6.1371 -1.1812
N 4.5668 -7.7997 0.4812
C 4.9526 -7.3138 1.8090
O 5.0714 -5.8899 1.7355
C 5.0668 -5.2845 2.9381
F 5.6315 -4.0998 2.8443
F 3.8098 -5.1001 3.3659
F 5.7158 -5.9796 3.8743
C 3.5068 -8.7623 0.6049
O 3.6407 -9.9303 0.7985
H -0.8559 -1.7734 3.8733
H -2.0701 -2.6910 2.9514
H -0.3675 -2.9523 2.6881
H -0.1775 -0.5128 1.9934
H -1.9788 -0.4773 1.8295
H -0.4977 -0.9759 -0.2496
H -0.0969 -2.4846 0.5530
H -2.7806 -2.8100 0.6763
H -2.7995 -1.4510 -0.4073
H -2.1154 -2.6187 -2.2558
H -2.9745 -3.8680 -1.3963
H -0.0024 -3.4507 -1.4307
H -0.8843 -4.7042 -2.2965
H -0.9011 -4.4349 0.7986
H -1.7474 -5.6102 -0.1754
H -1.0317 -7.4484 0.8366
H -0.2394 -10.0503 0.8788
H 1.4559 -10.1639 1.4752
H 5.9187 -7.7264 2.0874
H 4.2100 -7.5882 2.5656
O -1.2802 0.7509 -2.9568
P -0.8565 1.8326 -3.8975
N 0.5655 2.4114 -3.1402
C 0.7737 3.6122 -2.3719
C 1.6855 1.4859 -3.1130
N -2.2508 2.8415 -3.7631
C -2.2289 4.2558 -3.4615
C -3.4401 2.2367 -3.1699
N -0.4721 2.4501 -5.4152
C 0.6115 3.3560 -5.7409
C -1.4912 2.3484 -6.4580
H 1.6058 4.2060 -2.7797
H 1.0131 3.3789 -1.3276
H -0.0857 4.2742 -2.3546
H 2.1553 1.3885 -4.1028
H 1.3688 0.4890 -2.7922
H 2.4545 1.8236 -2.4195
H -2.1067 4.4472 -2.3875
H -3.1734 4.7167 -3.7665
H -1.4509 4.7852 -4.0146
H -3.3869 2.2081 -2.0739
H -3.5868 1.2224 -3.5275
H -4.3250 2.8123 -3.4547
H 0.4231 4.3690 -5.3729
H 0.7329 3.4136 -6.8240
H 1.5701 3.0137 -5.3570
H -2.1119 3.2483 -6.4980
H -2.1440 1.4947 -6.2824
H -1.0332 2.1979 -7.4378
O -1.0124 4.5581 3.8964
P -1.2512 5.8357 3.1593
N -1.7469 5.2669 1.6222
C -1.0183 5.2219 0.3812
C -3.0211 4.5701 1.5876
N 0.3412 6.4903 3.2618
C 1.1118 6.9757 2.1384
C 1.2369 5.8823 4.2422
N -1.9369 7.3627 2.9671
C -2.4942 7.9236 1.7528
C -1.6660 8.3547 4.0056
H -1.5775 5.7352 -0.4178
H -0.8487 4.1894 0.0539
H -0.0457 5.7021 0.4217
H -3.8668 5.2659 1.6924
H -3.0914 3.8322 2.3919
H -3.1506 4.0394 0.6446
H 1.5869 6.1591 1.5791
H 1.9116 7.6337 2.4911
H 0.5119 7.5810 1.4561
H 1.6735 4.9443 3.8781
H 0.7192 5.6749 5.1733
H 2.0524 6.5736 4.4712
H -1.7181 8.1773 1.0243
H -3.0427 8.8383 1.9849
H -3.2171 7.2607 1.2816
H -0.7918 8.9639 3.7575
H -1.4816 7.8735 4.9648
H -2.5232 9.0171 4.1454
*
```

Atom charges from the Mulliken analysis, given in e for atoms 1 to 2: atom 1 (C): -1.10, atom 2 (C): -0.61